Below is an isolated molecule of C5H12N4, with properties calculated with ωB97M-V with the def2-TZVPD basis set.

Structure (XYZ):
```
21
Properties=species:S:1:pos:R:3:forces:R:3:nbo_charge:R:1
N -2.5545 0.0352 0.1791 -2.362 1.644 0.453 -0.835
C -1.3494 0.4978 -0.3622 0.617 1.133 -0.049 0.041
C -0.2175 -0.4696 -0.5657 0.612 0.113 -0.955 0.049
N -0.6568 -1.6111 0.1473 -1.610 -3.246 -0.442 -0.875
C 1.2203 -0.5825 -1.0945 -1.288 -0.488 0.230 -0.245
N 1.9228 -0.5775 0.2251 -1.073 -0.693 -0.280 -0.669
C 1.0367 0.0680 1.2540 0.416 0.029 1.187 -0.240
C -0.0240 0.7339 0.3830 -0.240 -0.058 0.942 -0.032
N 0.5419 1.8454 -0.3252 1.289 2.017 0.312 -0.854
H -2.4032 -0.4189 1.0853 -0.270 0.346 -0.602 0.394
H -3.2169 0.8893 0.2551 1.408 -2.174 0.142 0.367
H -1.4818 1.3736 -1.0213 0.050 -0.918 0.210 0.236
H -1.4298 -2.0753 -0.4284 1.263 0.954 1.226 0.379
H -0.0168 -2.3925 0.3808 0.047 1.311 -0.396 0.386
H 1.4297 0.2540 -1.7339 0.422 0.288 -0.341 0.206
H 1.3188 -1.5234 -1.6295 0.397 -0.071 -0.002 0.201
H 2.8208 -0.1678 0.1916 0.942 0.399 -0.108 0.361
H 0.7375 -0.6725 2.0485 -0.048 0.765 -1.045 0.214
H 1.6589 0.8319 1.7440 -0.360 -0.098 0.194 0.193
H 0.2475 2.7924 0.0530 0.398 -1.777 -0.386 0.371
H 1.5654 1.7796 -0.2167 -0.610 0.522 -0.288 0.350
```
Positions in Å, forces in eV/Å.

Values from the calculation:
**Charge**: 0
**E_tot**: -11336.2662 eV
**Multiplicity**: 1
**ΔE to the lowest compared entry with this formula, charge and spin**: 91.2 kcal per mole